Record 1
ORCA calculation (ωB97M-V with the def2-TZVPD basis set) on 2 unconnected molecules or ions with the total composition C4H9IN2.

Geometry as XYZ:
```
16
Properties=species:S:1:pos:R:3
C 0.242 0.160 0.695
C 0.503 1.180 1.319
C 1.555 0.888 0.326
C -0.931 -1.501 -1.495
N 0.326 2.324 2.364
N -0.877 -2.787 -2.263
I -2.481 -0.280 -2.170
H 2.516 0.742 0.918
H 1.595 1.644 -0.509
H -0.595 -0.517 0.261
H 0.596 3.351 2.208
H 0.751 1.984 3.266
H -0.664 2.388 2.511
H -0.751 -3.673 -1.775
H -1.759 -3.019 -2.846
H -0.027 -2.883 -2.809
```

Summary:
Orbital gap (alpha / beta) ... 7.47 / 7.47 eV
Total charge ... +2



Record 2
ORCA calculation (ωB97M-V with the def2-TZVPD basis set) on a molecular structure, C65H56BF8Ge2HgN9O4.

Geometry as XYZ:
```
146
Properties=species:S:1:pos:R:3
Hg -1.342 0.497 -0.193
O 4.386 -6.068 -1.899
C 4.405 -4.886 -2.567
O 4.891 -4.814 -3.655
C 3.794 -3.774 -1.782
C 2.501 -3.500 -1.665
C 2.279 -2.385 -0.680
C 2.375 -0.974 -1.242
C 3.790 -0.513 -0.988
C 4.595 -2.826 -0.917
N 1.377 -0.232 -1.457
C 1.569 1.180 -1.062
C 0.774 2.185 -1.883
C 1.350 2.813 -2.984
C 0.621 3.769 -3.670
C -0.645 4.104 -3.211
C -1.128 3.457 -2.086
N -0.439 2.514 -1.455
H 3.948 -5.961 -1.047
H 1.676 -3.984 -2.169
H 1.361 -2.509 -0.112
H 4.022 0.520 -1.222
H 5.519 -3.251 -0.523
H 2.616 1.496 -1.158
H 2.355 2.558 -3.294
H 1.042 4.263 -4.536
H -1.242 4.856 -3.710
H -2.096 3.692 -1.659
O -1.124 4.759 6.796
C -0.449 4.895 5.625
O 0.590 5.492 5.609
C -1.099 4.284 4.436
C -2.487 4.295 4.283
C -3.077 3.742 3.165
C -2.292 3.124 2.185
C -0.900 3.133 2.334
C -0.312 3.710 3.441
N -2.798 2.566 1.008
C -4.025 2.267 0.841
C -4.536 1.909 -0.486
C -5.903 1.764 -0.705
C -6.350 1.498 -1.987
C -5.423 1.390 -3.011
C -4.080 1.529 -2.693
N -3.644 1.785 -1.470
H -1.871 4.163 6.676
H -3.114 4.789 5.018
H -4.153 3.790 3.052
H -0.297 2.648 1.571
H 0.762 3.707 3.567
H -4.761 2.285 1.649
H -6.589 1.836 0.127
H -7.406 1.363 -2.183
H -5.728 1.171 -4.026
H -3.314 1.438 -3.458
C -0.789 -2.719 -5.325
Ge -0.676 -1.014 -4.283
C 1.205 -0.515 -4.678
C -1.673 0.363 -5.341
Ge -1.841 -1.243 -2.035
C -1.549 -3.075 -1.311
C -1.621 -4.185 -2.152
C -1.488 -5.470 -1.645
C -1.284 -5.661 -0.284
C -1.233 -4.564 0.565
C -1.374 -3.281 0.054
C -3.742 -1.567 -2.591
C -4.728 -1.671 -1.612
C -6.027 -2.024 -1.945
C -6.365 -2.287 -3.266
C -5.393 -2.191 -4.252
C -4.094 -1.833 -3.913
H -0.567 -2.497 -6.371
H -1.758 -3.212 -5.273
H -0.027 -3.410 -4.959
H 1.219 -0.014 -5.649
H 1.636 0.150 -3.940
H 1.828 -1.407 -4.736
H -1.414 0.263 -6.398
H -1.378 1.363 -5.011
H -2.755 0.274 -5.241
H -1.787 -4.045 -3.213
H -1.543 -6.323 -2.312
H -1.180 -6.662 0.115
H -1.089 -4.708 1.628
H -1.354 -2.430 0.728
H -4.483 -1.474 -0.576
H -6.771 -2.100 -1.160
H -7.377 -2.573 -3.526
H -5.644 -2.404 -5.286
H -3.351 -1.765 -4.698
C -0.207 -1.758 3.236
C -0.820 -0.647 4.097
C -1.982 0.015 3.350
C 0.143 0.418 4.601
C 0.055 0.759 5.936
C 0.842 1.763 6.487
C 1.720 2.426 5.654
C 1.858 2.135 4.297
C 2.885 3.035 3.602
C 2.723 3.315 2.108
C 4.301 2.516 3.894
C 1.063 1.088 3.729
N 0.973 0.760 2.431
H -0.911 -2.594 3.167
H 0.734 -2.109 3.661
H -0.003 -1.390 2.230
H -1.234 -1.133 4.987
H -1.615 0.418 2.400
H -2.402 0.841 3.929
H -2.778 -0.697 3.136
H -0.649 0.230 6.573
H 0.764 2.029 7.535
H 2.321 3.234 6.063
H 2.788 4.006 4.103
H 3.151 2.514 1.510
H 3.252 4.238 1.850
H 1.675 3.425 1.831
H 4.431 1.516 3.478
H 4.467 2.449 4.970
H 5.057 3.181 3.462
F 5.633 -0.416 2.156
C 5.332 -0.671 0.915
C 6.346 -0.582 0.028
F 7.563 -0.216 0.466
C 6.200 -0.918 -1.348
C 4.825 -1.457 -1.636
C 3.580 -2.395 0.166
F 3.545 -3.266 1.213
C 3.893 -0.896 0.500
C 2.926 -0.215 1.468
C 1.713 0.597 1.341
N 1.090 1.175 0.273
C 3.120 -0.733 2.770
N 3.326 -1.198 3.811
F 4.607 -1.549 -2.991
C 7.176 -0.778 -2.293
C 8.459 -0.217 -2.011
N 9.503 0.244 -1.872
C 7.044 -1.159 -3.663
N 7.066 -1.421 -4.783
F -5.207 -2.494 1.514
B -5.015 -1.123 1.718
F -3.776 -0.727 1.124
F -6.062 -0.401 1.093
F -4.997 -0.817 3.086
```

Summary:
Orbital gap ... 4.45 eV
Total charge ... -2



Record 3
ORCA calculation (ωB97M-V with the def2-TZVPD basis set) on C2H6N2OS2 in the gas phase.

Geometry as XYZ:
```
13
Properties=species:S:1:pos:R:3
C -1.716 -0.588 -1.139
S -0.514 0.712 -1.356
C 0.488 0.476 0.018
N 1.041 -0.650 0.456
O 0.802 -1.696 -0.424
N 0.873 1.646 0.672
S 2.060 1.698 1.824
H -2.163 -0.568 -0.141
H -2.525 -0.266 -1.806
H -1.321 -1.567 -1.434
H 1.461 -2.395 -0.097
H 0.072 2.317 0.728
H 1.444 0.880 2.699
```

Summary:
Orbital gap ... 9.27 eV
SMILES string ... CS/C(=N\O)NS



Record 4
ORCA calculation (ωB97M-V with the def2-TZVPD basis set) on 18 unconnected molecules or ions with the total composition C27H48Cl34N3.

Geometry as XYZ:
```
112
Properties=species:S:1:pos:R:3
N 0.710 -0.764 -2.211
C -0.181 -0.942 -1.194
N -1.389 -1.493 -1.399
C -1.763 -2.595 -0.454
C -1.323 -2.279 0.984
C 0.150 -1.880 0.882
C 0.902 -1.792 2.201
C 0.790 -2.892 3.057
C 1.508 -2.840 4.300
C 2.270 -1.717 4.583
C 2.381 -0.639 3.715
C 1.686 -0.699 2.527
N 0.138 -0.586 0.090
H 1.140 -1.587 -2.606
H 1.023 0.139 -2.592
H -1.348 -1.911 -2.340
H -2.819 -2.864 -0.503
H -1.211 -3.496 -0.757
H -1.531 -3.103 1.668
H -1.874 -1.370 1.263
H 0.656 -2.618 0.227
H 0.190 -3.732 2.741
H 1.449 -3.675 4.983
H 2.819 -1.694 5.522
H 3.009 0.221 3.935
H 1.748 0.129 1.836
H 1.040 -0.123 0.109
C 1.747 -0.098 -5.761
Cl 3.384 -0.752 -5.745
Cl 1.552 1.165 -4.522
H 1.546 0.335 -6.736
H 1.047 -0.895 -5.560
C -1.069 3.791 -2.890
Cl 0.458 3.091 -2.310
Cl -1.319 5.406 -2.231
H -1.036 3.852 -3.970
H -1.888 3.153 -2.579
C 3.563 3.232 -5.351
Cl 5.223 2.642 -5.201
Cl 3.287 4.675 -4.364
H 3.373 3.481 -6.390
H 2.880 2.441 -5.021
C -3.748 -3.142 4.417
Cl -2.831 -1.748 4.999
Cl -2.714 -4.255 3.502
H -4.163 -3.671 5.265
H -4.543 -2.792 3.769
C 2.301 -6.894 2.776
Cl 3.759 -7.592 3.486
Cl 1.948 -5.286 3.444
H 2.445 -6.800 1.706
H 1.463 -7.550 2.984
C -4.285 -3.115 8.608
Cl -4.187 -4.834 8.994
Cl -5.481 -2.799 7.340
H -4.573 -2.570 9.500
H -3.314 -2.778 8.260
C -7.954 0.005 6.707
Cl -7.715 -1.117 5.363
Cl -9.468 -0.313 7.560
H -7.131 -0.108 7.404
H -7.979 1.017 6.318
C 3.653 5.957 -0.505
Cl 3.401 6.345 1.209
Cl 3.006 7.214 -1.562
H 4.718 5.862 -0.684
H 3.154 5.022 -0.730
C 1.473 -2.043 -8.972
Cl 0.468 -0.695 -9.519
Cl 0.938 -2.642 -7.385
H 1.397 -2.851 -9.685
H 2.508 -1.704 -8.900
C 6.071 -0.357 -8.704
Cl 5.427 1.190 -8.142
Cl 4.806 -1.589 -8.895
H 6.549 -0.204 -9.665
H 6.793 -0.715 -7.979
C 0.962 3.775 0.728
Cl 2.293 2.672 0.296
Cl -0.120 3.044 1.915
H 1.390 4.678 1.149
H 0.400 4.005 -0.163
C -3.620 -4.805 -3.275
Cl -2.345 -3.591 -3.532
Cl -4.719 -4.347 -1.975
H -4.187 -4.901 -4.193
H -3.151 -5.749 -3.023
C 5.319 7.313 5.530
Cl 6.655 8.381 5.077
Cl 4.328 8.014 6.817
H 4.694 7.151 4.660
H 5.727 6.364 5.884
C -11.784 0.491 10.230
Cl -11.970 2.223 9.931
Cl -11.330 0.163 11.906
H -12.725 -0.003 10.020
H -11.005 0.111 9.579
C 4.075 -3.585 -11.989
Cl 3.031 -2.272 -12.542
Cl 3.538 -4.219 -10.427
H 4.049 -4.388 -12.717
H 5.086 -3.208 -11.880
C -4.628 5.577 -4.446
Cl -3.371 4.498 -5.073
Cl -5.749 4.719 -3.387
H -4.152 6.372 -3.883
H -5.180 5.989 -5.283
C 6.020 2.845 5.960
Cl 5.333 4.394 6.472
Cl 4.766 1.663 5.562
H 6.636 3.010 5.083
H 6.622 2.450 6.769
```

Summary:
Orbital gap ... 8.12 eV
Total charge ... +1



Record 5
ORCA calculation (ωB97M-V with the def2-TZVPD basis set) on C7H15NO3 in the gas phase.

Geometry as XYZ:
```
26
Properties=species:S:1:pos:R:3
C 1.538 -1.907 -0.940
C 0.351 -0.976 -1.153
N -0.743 -1.428 -0.342
C -0.919 -0.888 0.990
C -0.665 0.593 1.265
C -1.899 1.342 0.979
O -2.375 1.155 -0.360
C 0.663 0.986 0.514
O 1.716 0.563 1.258
C 0.767 0.553 -0.914
O 2.140 0.823 -1.310
H 2.479 -1.282 -1.212
H 1.457 -2.806 -1.533
H 1.775 -2.124 0.098
H -0.020 -1.090 -2.184
H -1.659 -1.183 -0.770
H -2.004 -1.072 1.128
H -0.414 -1.555 1.670
H -0.450 0.687 2.371
H -2.555 1.377 1.838
H -1.672 2.457 0.975
H -2.793 0.241 -0.373
H 0.759 1.997 0.352
H 2.386 0.650 0.600
H 0.031 1.116 -1.471
H 2.106 1.770 -1.477
```

Summary:
Orbital gap ... 9.26 eV
SMILES string ... C[C@H]1NC[C@H](CO)[C@@H](O)[C@H]1O



Record 6
ORCA calculation (ωB97M-V with the def2-TZVPD basis set) on 2 unconnected molecules or ions with the total composition C2H4P2.

Geometry as XYZ:
```
8
Properties=species:S:1:pos:R:3
C 1.001 0.204 1.631
P 2.339 0.375 0.920
H 0.401 0.047 2.442
C -0.476 -0.002 -1.441
P -1.068 0.422 0.056
H -0.859 -0.883 -1.952
H 0.280 0.619 -1.898
H -1.619 -0.782 0.242
```

Summary:
Orbital gap ... 7.81 eV
SMILES string ... C#P.C=P



Record 7
ORCA calculation (ωB97M-V with the def2-TZVPD basis set) on a molecular structure, C21H44GeN4O7SSi3Y.

Geometry as XYZ:
```
82
Properties=species:S:1:pos:R:3
Y 1.010 0.557 0.866
N 1.135 1.726 3.462
C 2.592 1.453 3.521
C 2.677 0.248 2.604
O 1.990 -0.750 2.921
O 3.152 0.408 1.440
H 0.953 2.702 3.653
H 0.675 1.165 4.170
H 2.967 1.234 4.521
H 3.138 2.284 3.085
C 1.747 2.338 -3.405
C 1.768 1.935 -1.968
N 1.742 0.716 -1.551
O 1.620 -0.232 -2.545
C 1.774 2.978 -0.942
C 2.060 4.411 -1.263
N 1.461 2.597 0.262
O 1.410 3.402 1.265
H 0.755 2.720 -3.658
H 1.968 1.486 -4.041
H 2.468 3.132 -3.586
H 2.096 -1.013 -2.198
H 3.075 4.532 -1.645
H 1.952 4.993 -0.352
H 1.359 4.786 -2.012
C -4.339 2.495 0.762
Si -2.450 2.551 0.816
C -1.868 3.368 2.412
C -1.832 3.624 -0.613
Ge -1.601 0.286 0.613
Si -2.272 -0.673 -1.503
C -4.118 -1.062 -1.355
C -1.986 0.547 -2.915
C -1.287 -2.240 -1.891
Si -2.336 -1.149 2.410
C -4.193 -0.902 2.668
C -1.425 -0.712 4.008
C -1.996 -2.971 2.016
H -4.751 3.481 0.979
H -4.740 1.791 1.493
H -4.687 2.191 -0.227
H -2.380 4.323 2.556
H -0.796 3.566 2.347
H -2.060 2.748 3.292
H -2.254 4.628 -0.546
H -2.104 3.210 -1.584
H -0.746 3.717 -0.572
H -4.658 -0.218 -0.918
H -4.287 -1.932 -0.716
H -4.555 -1.272 -2.332
H -2.598 1.444 -2.811
H -2.240 0.078 -3.867
H -0.936 0.847 -2.957
H -1.756 -3.134 -1.477
H -0.268 -2.178 -1.502
H -1.212 -2.372 -2.972
H -4.401 0.085 3.085
H -4.592 -1.648 3.357
H -4.736 -0.990 1.724
H -1.528 0.354 4.228
H -0.361 -0.950 3.926
H -1.828 -1.265 4.858
H -2.121 -3.189 0.953
H -2.686 -3.610 2.570
H -0.983 -3.254 2.312
N 1.337 -2.095 0.565
C 2.202 -2.740 -0.392
C 1.909 -4.013 -0.860
C 2.724 -4.609 -1.815
C 3.819 -3.918 -2.300
C 4.134 -2.655 -1.831
C 3.320 -2.059 -0.875
S 4.941 -4.722 -3.490
O 5.382 -3.641 -4.350
O 4.124 -5.727 -4.140
O 5.963 -5.247 -2.599
H 0.573 -2.715 0.806
H 1.853 -1.901 1.434
H 1.040 -4.544 -0.479
H 2.527 -5.599 -2.203
H 5.007 -2.152 -2.226
H 3.567 -1.081 -0.477
```

Summary:
Orbital gap (alpha / beta) ... 5.93 / 3.52 eV
Multiplicity ... 2



Record 8
ORCA calculation (ωB97M-V with the def2-TZVPD basis set) on a molecular structure, C8H18I2NO2P2Ru.

Geometry as XYZ:
```
34
Properties=species:S:1:pos:R:3
I 4.979 1.203 -2.832
I 3.474 -0.818 -4.507
Ru 0.050 -0.004 -0.053
P 0.932 -1.650 1.134
C 2.565 -2.270 0.618
C 1.156 -1.262 2.906
H 1.514 -2.142 3.453
H 0.325 -3.908 1.840
H 0.203 -0.930 3.335
H -1.113 -2.888 1.532
H 3.283 -1.447 0.658
H 1.885 -0.449 2.989
C -0.111 -3.151 1.178
H 2.901 -3.083 1.264
H -0.185 -3.545 0.159
H 2.501 -2.621 -0.415
P -1.084 1.642 -1.003
C -0.327 2.450 -2.450
C -2.734 1.134 -1.602
H -1.989 2.658 1.008
H -2.101 3.774 -0.387
H -0.527 3.496 0.425
C -1.470 3.034 0.118
H -3.296 0.677 -0.779
H -3.290 1.996 -1.989
H -0.972 3.237 -2.845
H -0.146 1.699 -3.221
H -2.597 0.393 -2.395
H 0.634 2.877 -2.152
C 1.462 0.113 -1.206
O 2.360 0.183 -1.949
O -3.251 -0.145 2.825
C -2.357 -0.115 2.038
N -1.467 -0.087 1.253
```

Summary:
Orbital gap (alpha / beta) ... 8.25 / 3.30 eV
Multiplicity ... 6
Total charge ... +2